(1)
Entry from the Open Molecules 2025 dataset: a 3-piece molecular cluster, C29H47F13N5O2 overall (ωB97M-V/def2-TZVPD).

## Properties
Charge: +1
Electronic energy, Eh: -2854.894790
Multiplicity: 3
HOMO-LUMO gap (alpha / beta), eV: 4.6 / 5.1
Expectation value of S²: 2.010

Positions of all 96 atoms, in Å:
F: 0.473294 0.893891 0.419191
C: 1.314029 -0.033817 -0.425864
F: 0.375772 -1.043642 -1.043767
F: 2.201047 -0.747370 0.520185
C: 2.074875 0.732671 -1.658152
F: 1.234490 0.470458 -2.886506
F: 2.023782 2.233221 -1.489676
C: 3.572261 0.166152 -2.014715
F: 3.874874 0.589664 -3.407611
F: 3.437512 -1.337796 -2.078422
C: 4.733564 0.526593 -0.915374
F: 4.230617 1.358301 0.241722
F: 5.117312 -0.791490 -0.283567
C: 6.031655 1.333740 -1.508319
F: 6.737738 0.401114 -2.433241
F: 5.667254 2.600991 -2.246279
C: 7.124404 1.809489 -0.363601
F: 7.355499 0.823586 0.714816
F: 8.441207 1.937229 -1.093448
C: 6.786948 3.283246 0.305332
C: 7.511276 4.545092 -0.478809
N: 6.715116 5.842955 -0.420748
C: 5.471280 6.046982 -0.965258
N: 4.280323 6.866734 -0.431261
C: 3.646102 7.501479 -1.685053
C: 3.852996 6.451881 -2.927120
N: 4.876268 5.529905 -2.288864
H: 5.644990 3.487434 0.466080
H: 7.269786 3.264287 1.396115
H: 7.641174 4.306201 -1.641221
H: 8.583448 4.760178 -0.000736
H: 7.187793 6.675802 0.034079
H: 3.591058 6.069785 -0.298629
H: 4.399336 8.365565 -1.961032
H: 2.495591 7.796881 -1.602655
H: 4.387232 6.807920 -3.916433
H: 2.939647 5.851805 -3.354283
H: 4.247799 4.720045 -2.034085
C: -3.740901 -2.488612 4.265307
C: -3.700723 -1.012563 4.748216
C: -4.359889 -0.060621 3.711541
C: -3.487849 0.273829 2.515047
C: -2.137350 0.797849 2.973190
C: -1.410377 -0.189939 3.931693
N: -2.279988 -0.638238 5.077218
O: -2.332462 0.423210 6.000737
C: -0.919848 -1.407412 3.094865
C: -0.076646 0.472534 4.410119
C: -4.655290 -1.036422 5.992702
H: -2.934632 -2.779805 3.601660
H: -3.691912 -3.183126 5.112024
H: -4.673912 -2.698449 3.724416
H: -4.629494 0.883840 4.202497
H: -5.306956 -0.487355 3.353191
H: -3.375633 -0.602119 1.868725
H: -3.982126 1.042116 1.906905
H: -1.509590 0.996470 2.096305
H: -2.276304 1.764831 3.473991
H: -0.533916 -2.201742 3.745538
H: -0.101023 -1.120606 2.428228
H: -1.683942 -1.829736 2.439156
H: -0.237120 1.434852 4.909884
H: 0.588078 0.678648 3.563467
H: 0.465599 -0.187622 5.098733
H: -4.235795 -1.637515 6.808062
H: -5.624504 -1.475600 5.726072
H: -4.865254 -0.033588 6.381412
C: -3.847659 -5.706769 -2.086956
C: -4.408129 -4.442526 -2.794839
C: -3.725855 -4.217188 -4.172922
C: -2.340504 -3.601205 -4.100313
C: -2.370510 -2.324184 -3.277721
C: -2.954055 -2.548775 -1.852246
N: -4.281451 -3.260898 -1.870417
O: -5.253516 -2.320439 -2.261492
C: -1.907127 -3.342833 -1.017650
C: -3.019837 -1.168736 -1.118923
C: -5.890829 -4.853573 -3.100052
H: -2.934833 -5.553862 -1.522454
H: -4.572320 -6.113668 -1.372127
H: -3.628061 -6.498863 -2.815974
H: -4.352694 -3.557506 -4.787434
H: -3.665145 -5.164961 -4.725638
H: -1.624667 -4.320684 -3.691003
H: -1.992541 -3.365607 -5.114133
H: -1.355185 -1.916414 -3.204942
H: -2.965530 -1.568117 -3.806377
H: -2.328590 -3.657238 -0.054946
H: -1.034045 -2.723193 -0.792015
H: -1.506848 -4.220043 -1.529929
H: -3.620573 -0.429222 -1.660967
H: -2.021431 -0.729023 -1.014050
H: -3.436512 -1.278932 -0.109834
H: -6.471861 -4.971792 -2.177812
H: -5.922703 -5.811685 -3.633297
H: -6.406574 -4.126338 -3.737228

Atoms 1-6, force components in eV/Å:
3.16 -3.21 -3.29
-2.71 -1.78 2.54
3.64 3.68 2.46
-2.92 2.63 -3.61
-2.15 1.53 -2.60
2.91 0.95 4.11

Atomic partial charges in e from the Mulliken method, atoms 1 to 2: -0.256 0.744



(2)
Entry from the Open Molecules 2025 dataset: a 8-piece molecular cluster, C29H47N5O9 overall (ωB97M-V/def2-TZVPD).

## Properties
Charge: -1
Electronic energy, Eh: -2084.019559
Multiplicity: 2
HOMO-LUMO gap (alpha / beta), eV: 1.3 / 10.1
Expectation value of S²: 0.750

Positions of all 90 atoms, in Å:
C: 3.543528 5.450831 1.876839
C: 3.148974 4.875835 0.532065
O: 2.268929 3.790376 0.894156
C: 2.136452 3.701125 2.220511
O: 1.564651 2.797237 2.852122
O: 2.655949 4.737440 2.813882
H: 3.255109 6.497980 1.968453
H: 4.614578 5.373830 2.063989
H: 4.109442 4.739903 0.034949
H: 2.573513 5.602486 -0.041444
C: 1.477294 -0.255504 0.900126
C: 1.763471 -0.167715 -0.538891
O: 0.713929 0.570737 -1.042968
C: -0.371695 0.498079 -0.209112
O: -1.544450 0.795265 -0.518461
O: 0.059009 0.152120 1.034132
H: 2.106816 0.368089 1.534906
H: 1.607496 -1.263134 1.294882
H: 1.689888 -1.113332 -1.076020
H: 2.722325 0.290274 -0.781656
C: 2.716100 -6.274464 -1.588927
C: 1.809126 -6.588683 -0.411653
O: 1.294477 -5.306443 -0.011706
C: 1.657630 -4.374466 -0.868719
O: 1.403808 -3.180095 -0.647383
O: 2.263993 -5.011870 -1.926397
H: 2.402405 -7.023965 -2.315533
H: 3.794551 -6.179197 -1.462506
H: 2.218007 -7.121543 0.446821
H: 0.909757 -7.140596 -0.684842
C: -0.069362 -4.083070 2.717505
C: -1.452239 -3.931350 3.194791
C: -1.862661 -4.952838 4.246326
C: -1.305848 -4.846232 5.581316
N: -0.825273 -4.695023 6.588516
H: 0.039831 -3.606012 1.743552
H: 0.225571 -5.121042 2.563466
H: 0.603624 -3.557672 3.395118
H: -2.210551 -4.099057 2.429977
H: -1.576602 -2.944403 3.640411
H: -1.612803 -5.924245 3.819676
H: -2.930550 -4.958202 4.464713
C: -3.716248 2.806662 3.297680
C: -2.559247 1.776764 3.237428
C: -3.083311 0.267485 3.204188
C: -3.987256 -0.009711 2.089436
N: -4.704803 -0.258630 1.251731
H: -4.092837 2.788779 4.320399
H: -4.520877 2.450839 2.654200
H: -3.253814 3.724365 2.934257
H: -1.985112 1.930902 4.151050
H: -1.953819 1.938386 2.345555
H: -3.649076 -0.104862 4.058223
H: -2.279554 -0.452174 3.048694
C: -3.889358 3.991493 -1.555845
C: -2.305148 4.237254 -1.463073
C: -1.580804 3.988292 -2.824300
C: -0.110838 4.287887 -2.875460
N: 0.985428 4.460773 -2.799495
H: -4.268643 4.174816 -0.550546
H: -4.175628 2.986644 -1.866375
H: -4.537025 4.609971 -2.177217
H: -2.072477 3.427951 -0.770983
H: -1.993463 5.199982 -1.057987
H: -2.020392 4.672481 -3.550069
H: -1.912143 3.076202 -3.320698
C: -2.260692 -2.623781 -0.557260
C: -2.451248 -1.984720 -1.838235
C: -3.773853 -1.156195 -1.947176
C: -4.944541 -2.016648 -2.010911
N: -5.881050 -2.785322 -2.142488
H: -3.236273 -2.811252 -0.108711
H: -1.686189 -2.009681 0.136228
H: -1.639165 -3.518253 -0.515622
H: -2.464196 -2.692678 -2.666915
H: -1.575724 -1.376295 -2.064919
H: -3.721275 -0.670031 -2.921339
H: -3.772959 -0.345465 -1.218623
C: 4.835807 1.531663 -5.153561
C: 4.785897 2.528976 -4.008575
C: 4.439761 2.023652 -2.608309
C: 5.301103 0.906162 -2.189426
N: 5.940162 -0.008356 -1.861397
H: 5.673353 0.861861 -4.958687
H: 4.872892 1.918320 -6.172007
H: 3.911148 0.967389 -5.032290
H: 4.050833 3.305869 -4.218820
H: 5.769311 2.997584 -3.971138
H: 3.422778 1.631529 -2.599621
H: 4.482369 2.831664 -1.877968

Atoms 1-6, force components in eV/Å:
-1.42 0.79 0.56
-0.51 1.39 0.76
0.72 -0.91 -1.02
-1.55 -2.63 1.46
1.12 2.01 -2.15
2.02 1.45 0.47

Atomic partial charges in e from the Mulliken method, atoms 1 to 2: -1.414 -1.686